# 1
{"formula": "C6H12N2O", "method": "wB97M-V/def2-TZVPD", "elements": ["C", "C", "C", "C", "C", "N", "C", "N", "O", "H", "H", "H", "H", "H", "H", "H", "H", "H", "H", "H", "H"], "coordinates": [[0.28410, -0.68512, 0.02147], [-1.21914, -1.05795, 0.03340], [0.86587, -1.29405, 1.30769], [0.86490, -1.37548, -1.22347], [-0.41264, 2.72255, -0.09987], [-1.46856, 1.92098, -0.06231], [0.94606, 1.89902, -0.06750], [1.12331, 0.67590, -0.02291], [-0.39551, 3.93190, -0.13442], [-1.29059, 0.89655, -0.00625], [-2.40430, 2.29420, -0.05836], [1.78934, 2.58751, -0.08429], [0.66998, -2.44736, -1.20822], [-1.29382, -2.14619, 0.06557], [-1.73581, -0.72092, -0.86603], [-1.73442, -0.67206, 0.91388], [0.67033, -2.36454, 1.36178], [0.42835, -0.80897, 2.17892], [1.94375, -1.16248, 1.33976], [0.42614, -0.94777, -2.12362], [1.94266, -1.24572, -1.26521]], "total_energy_ha": -420.5301, "fmax_ha_per_bohr": 0.05526, "gap_ev": 9.584, "molar_mass_g_mol": 128.2, "homo_energy_ev": -8.93, "de_lowest_kj_mol": 141.3, "lumo_ev": 0.652, "smiles": "CC(C)(C)/N=C\\C(N)=O"}

=====

# 2
{"formula": "C6H11FNO4S", "method": "wB97M-V/def2-TZVPD", "elements": ["C", "C", "C", "C", "C", "C", "N", "O", "O", "O", "O", "F", "S", "H", "H", "H", "H", "H", "H", "H", "H", "H", "H", "H"], "coordinates": [[-0.32501, -1.27889, 0.16587], [-1.01759, 0.66080, -1.03076], [-1.76752, -1.61493, 0.51624], [-2.43354, 0.05133, -0.86531], [1.41437, 1.73256, 1.17179], [1.22566, 0.72351, 0.09420], [-0.26028, 0.19285, 0.15227], [3.75879, 0.48682, -0.26297], [2.52349, -1.32554, -1.14463], [2.66384, -1.23437, 1.20327], [-2.57922, -1.29809, -0.57135], [1.17909, 1.41563, -1.11061], [2.69492, -0.44890, -0.01393], [0.28562, -1.67573, 0.91658], [-0.12080, -1.79083, -0.70877], [-0.51851, 0.39401, -1.97999], [-1.14592, 1.75237, -1.03712], [-1.80180, -2.62552, 0.81652], [-2.20153, -1.03423, 1.28043], [-2.96250, 0.61661, -0.13763], [-2.88070, 0.28355, -1.81160], [1.40698, 1.28542, 2.22082], [2.29444, 2.24888, 1.03547], [0.56772, 2.48268, 1.10119]], "total_energy_ha": -1089.0125, "fmax_ha_per_bohr": 0.07060, "gap_ev": 8.647, "charge": -1, "molar_mass_g_mol": 212.2, "homo_energy_ev": -5.23, "de_lowest_kj_mol": 0.0, "lumo_ev": 3.421, "smiles": "C[C@](F)(N1CCOCC1)S(=O)(=O)[O-]"}

=====

# 3
{"formula": "C15H21F5NO5", "method": "wB97M-V/def2-TZVPD", "elements": ["C", "C", "C", "O", "C", "O", "C", "C", "C", "O", "N", "C", "C", "O", "O", "C", "C", "C", "C", "C", "F", "F", "C", "F", "F", "F", "H", "H", "H", "H", "H", "H", "H", "H", "H", "H", "H", "H", "H", "H", "H", "H", "H", "H", "H", "H", "H"], "coordinates": [[4.76487, -0.26219, 1.37843], [4.24487, 0.80356, 0.34247], [2.70918, 1.14635, 0.48075], [2.18305, 1.37309, -0.83223], [1.25395, 0.37433, -1.25829], [1.66576, -0.95784, -1.40564], [1.33726, -1.85573, -0.34946], [0.09688, -2.79839, -0.66476], [1.12991, 0.79236, -2.82867], [2.10493, 0.63373, -3.51689], [-0.16391, 1.25044, -3.15987], [-1.11920, 0.65292, -2.16749], [-1.48718, -0.78287, -2.68881], [-2.39264, -1.39230, -2.07232], [-0.91998, -1.27545, -3.72626], [-0.21425, 0.77590, -0.87668], [-0.85730, 0.41853, 0.51168], [-1.75728, 1.61064, 1.08178], [-3.30416, 1.29655, 1.03478], [-3.82919, 0.50704, 2.27348], [-3.43942, 1.05407, 3.47666], [-5.22615, 0.60075, 2.24549], [-3.50805, -1.03212, 2.24794], [-3.75030, -1.58403, 1.03203], [-2.24790, -1.31372, 2.67311], [-4.35719, -1.67428, 3.12444], [4.75521, 0.12488, 2.43145], [5.83447, -0.48422, 1.11203], [4.19357, -1.22574, 1.28964], [4.81795, 1.75212, 0.55288], [4.53765, 0.52382, -0.70311], [2.66610, 2.14088, 1.01439], [2.13673, 0.43161, 1.11540], [2.20630, -2.56426, -0.22576], [1.16386, -1.40773, 0.65658], [0.09865, -3.12990, -1.73231], [0.27096, -3.71423, -0.02506], [-0.87344, -2.37002, -0.33281], [-0.43916, 1.17117, -4.13525], [-2.03656, 1.29874, -2.13187], [-0.12902, 1.90019, -0.81221], [-0.11632, 0.19163, 1.31829], [-1.57883, -0.42985, 0.35289], [-1.50358, 1.74293, 2.17210], [-1.51852, 2.58657, 0.59425], [-3.83254, 2.28976, 1.06597], [-3.57005, 0.81030, 0.06686]], "total_energy_ha": -1514.4906, "fmax_ha_per_bohr": 0.09343, "gap_ev": 7.460, "charge": -1, "molar_mass_g_mol": 390.3, "homo_energy_ev": -4.66, "lumo_ev": 2.796, "smiles": "CCCO[C@]1(OCC)C(=O)N[C@@H](C(=O)[O-])[C@H]1CCCC(F)(F)C(F)(F)F"}

=====

# 4
{"formula": "C43H32BrF4N7PSV", "method": "wB97M-V/def2-TZVPD", "elements": ["V", "N", "C", "S", "N", "N", "C", "C", "C", "C", "C", "C", "C", "C", "C", "C", "C", "C", "N", "H", "H", "H", "H", "H", "H", "H", "H", "H", "H", "H", "F", "C", "C", "F", "C", "F", "C", "P", "C", "C", "C", "C", "C", "C", "C", "C", "C", "C", "C", "C", "C", "Br", "C", "F", "H", "H", "H", "H", "H", "H", "H", "H", "H", "H", "N", "C", "C", "C", "C", "C", "C", "C", "H", "H", "H", "H", "H", "N", "C", "C", "C", "C", "C", "N", "H", "H", "H", "H", "H", "H"], "coordinates": [[1.91429, 0.65233, 0.69815], [-0.56346, 0.38873, 4.29402], [-0.00507, 0.47410, 3.07615], [1.30964, -0.58123, 2.68683], [-0.44206, 1.41278, 2.27436], [0.34277, 1.66410, 1.21173], [0.13063, 2.78994, 0.56192], [-1.00436, 3.68210, 0.88402], [-2.31988, 3.30809, 0.63334], [-3.35895, 4.14328, 1.00950], [-3.09416, 5.35229, 1.63548], [-1.78377, 5.72619, 1.89212], [-0.74145, 4.89770, 1.51279], [1.25114, 3.23297, -0.21739], [1.28086, 4.44613, -0.91770], [2.46355, 4.86727, -1.48388], [3.59895, 4.05971, -1.36468], [3.49077, 2.85701, -0.70301], [2.35319, 2.44145, -0.13020], [-0.37585, -0.41942, 4.85970], [-1.42857, 0.88565, 4.44262], [-2.51875, 2.37102, 0.12862], [-4.38112, 3.84965, 0.81224], [-3.90686, 6.00406, 1.92420], [-1.56998, 6.66180, 2.38981], [0.28335, 5.17434, 1.72502], [0.37977, 5.03658, -0.99001], [2.51075, 5.81266, -2.00489], [4.54677, 4.35969, -1.78531], [4.34106, 2.19165, -0.61837], [0.08140, -7.57416, 0.79271], [-0.29288, -6.30904, 0.68347], [-1.61434, -5.95351, 0.86632], [-2.52425, -6.88255, 1.13312], [-1.99439, -4.62430, 0.78920], [-3.28544, -4.37568, 1.00788], [-1.10060, -3.58942, 0.51529], [-1.53588, -1.77714, 0.61436], [-2.70138, -1.87633, 2.02825], [-2.48471, -2.74129, 3.09842], [-3.35200, -2.74404, 4.17930], [-4.41607, -1.85613, 4.22144], [-4.60381, -0.95243, 3.18499], [-3.75106, -0.96277, 2.09358], [-2.74683, -1.59298, -0.76783], [-4.00229, -2.19708, -0.83091], [-4.82686, -1.96678, -1.92032], [-4.41404, -1.13614, -2.95290], [-3.18931, -0.49457, -2.87503], [-2.36949, -0.70990, -1.77698], [0.22960, -3.99085, 0.29448], [1.62898, -2.80209, -0.18198], [0.62483, -5.31995, 0.38159], [1.89880, -5.65045, 0.18342], [-1.64790, -3.42883, 3.08789], [-3.20126, -3.44425, 4.99001], [-5.09419, -1.86951, 5.06383], [-5.41357, -0.23666, 3.23329], [-3.90407, -0.26608, 1.28182], [-4.35174, -2.82786, -0.03012], [-5.80118, -2.43411, -1.96221], [-5.04878, -0.98098, -3.81381], [-2.87856, 0.17702, -3.66450], [-1.43160, -0.18111, -1.68169], [1.48898, 0.29990, -1.01597], [1.42389, 0.19811, -2.17174], [1.42278, 0.06288, -3.57274], [2.33997, 0.80328, -4.33420], [2.36873, 0.64795, -5.70572], [1.49588, -0.23138, -6.33333], [0.57302, -0.94690, -5.58164], [0.52800, -0.80840, -4.20863], [3.01713, 1.48727, -3.83959], [3.07595, 1.22084, -6.28780], [1.52894, -0.35913, -7.40589], [-0.12251, -1.61536, -6.06858], [-0.19087, -1.36263, -3.62160], [4.37804, -1.02310, -1.20998], [4.77519, -0.56742, 0.01181], [6.12791, -0.66618, 0.38232], [6.54745, -0.14126, 1.57995], [5.61177, 0.48897, 2.40442], [4.31464, 0.55790, 1.96907], [3.88080, 0.04515, 0.80257], [4.98664, -1.67737, -1.67205], [3.39294, -1.15255, -1.36843], [6.81571, -1.16128, -0.28907], [7.58216, -0.21733, 1.88257], [5.88510, 0.90575, 3.36110], [3.56343, 1.04161, 2.58964]], "total_energy_ha": -6697.9390, "fmax_ha_per_bohr": 0.09087, "gap_ev": [6.908, 5.290], "charge": 1, "multiplicity": 2, "molar_mass_g_mol": 916.7, "homo_energy_ev": [-10.05, -8.58], "s_squared": 1.046, "lumo_ev": [-3.138, -3.292]}